(1)
C4H3LiNaO2 | ωB97M-V/def2-TZVPD

Energy: -474.3736 hartree
⟨S²⟩: 0.750
Relative energy (zero: lowest compared OMol25 entry of this formula, charge and spin): 57.6 kcal/mol

Geometry as ORCA input:
```
! wB97M-V def2-TZVPD RIJCOSX def2/J DEFGRID3
* xyz 0 2
Na 2.67000 0.31470 0.69533
O 0.79306 -1.09081 -0.20891
C -0.52887 -1.01796 0.23792
H -1.23092 -1.35298 -0.55190
H -0.85887 -1.55249 1.14924
C -1.31599 1.60283 0.02541
C -0.69711 0.46652 0.42777
C 0.17999 1.26139 -0.36391
O 1.25506 1.85542 -0.43786
Li 2.06702 -2.26363 -0.63456
H -2.33337 1.77700 -0.33853
*
```


(2)
C22H48BF4N5O3 | ωB97M-V/def2-TZVPD

Energy: -1790.6540 hartree
Relative energy (zero: lowest compared OMol25 entry of this formula, charge and spin): 23.7 kcal/mol

Geometry as ORCA input:
```
! wB97M-V def2-TZVPD RIJCOSX def2/J DEFGRID3
* xyz 0 1
C 81.72300 65.76300 60.79100
C 83.08900 65.05100 61.17600
C 83.03000 64.38000 62.54400
N 84.30300 63.80100 62.92200
C 85.30500 64.74700 63.13500
C 84.74200 62.74600 61.84600
C 85.63700 61.75400 62.52700
C 85.16400 61.71700 64.04900
C 84.12600 62.84900 64.11900
H 81.46200 66.28900 59.90100
H 81.50400 66.40800 61.69600
H 81.12000 64.89500 60.89600
H 83.78100 65.86500 61.36700
H 83.47800 64.36900 60.41600
H 82.29300 63.59200 62.39500
H 82.75700 64.82200 63.50500
H 85.59400 65.13700 62.17600
H 86.18400 64.35300 63.64900
H 84.76900 65.68800 63.48100
H 85.23400 63.23500 61.13900
H 83.96200 62.10500 61.26000
H 86.67900 61.96900 62.59800
H 85.73100 60.72900 62.11800
H 85.99500 61.80600 64.67900
H 84.92600 60.74900 64.21100
H 84.43900 63.26100 65.01100
H 83.10200 62.60500 64.14300
B 82.98000 68.37400 63.64300
F 82.63600 67.12600 64.24800
F 81.82900 68.67300 62.81000
F 83.22800 69.23700 64.64800
F 83.97800 68.22100 62.77300
C 79.36000 71.22100 63.90800
C 78.47100 69.98700 64.23000
N 77.83500 68.97300 64.58400
H 80.05300 70.79600 63.17100
H 78.70900 71.97400 63.43600
H 79.80900 71.43200 64.67400
C 79.07500 66.13400 64.18100
C 79.64900 64.78100 64.48700
N 80.13200 63.69700 64.58500
H 78.08000 66.13100 63.73100
H 78.50000 66.48600 65.21000
H 79.66100 67.04500 63.95000
C 84.31200 71.65300 62.56500
C 84.46200 73.09100 62.78600
N 84.74900 74.27900 63.00700
H 83.26400 71.33200 63.16000
H 83.99900 71.63100 61.43700
H 85.17700 71.06800 63.07600
C 86.20100 69.78900 65.78200
C 86.38100 71.27800 65.60000
N 86.56100 72.46400 65.47100
H 87.00500 69.09200 65.84300
H 85.73600 69.54100 66.75800
H 85.58900 69.31000 64.94000
C 84.93900 65.32100 68.46900
C 83.96400 66.08300 67.53500
O 84.39300 65.98700 66.11900
H 84.93200 64.12600 68.19300
H 84.56400 65.56000 69.46700
H 85.79100 65.63000 68.48000
H 84.02700 67.15700 68.08000
H 82.82400 66.02400 67.63400
H 83.82500 66.63700 65.67200
C 79.76200 68.85700 67.82300
C 81.05800 68.51900 66.92200
O 80.94700 67.03200 66.62700
H 79.74700 68.20900 68.73400
H 78.70400 68.87300 67.50900
H 80.03600 69.90100 68.24700
H 81.96800 68.88600 67.33200
H 81.21200 68.84300 65.96900
H 81.63700 66.88000 65.92200
C 82.79800 69.87000 58.10400
C 82.88100 69.44100 59.64400
O 84.24500 69.31600 60.01200
H 83.34000 69.19100 57.46300
H 83.41400 70.85700 58.10200
H 81.74600 70.14500 58.17300
H 82.36300 68.41600 59.70200
H 82.55200 70.21300 60.29800
H 84.10400 68.73400 60.88200
*
```


(3)
C29H30FN6O2SSeV | ωB97M-V/def2-TZVPD

Energy: -5445.7151 hartree
⟨S²⟩: 1.098

Geometry as ORCA input:
```
! wB97M-V def2-TZVPD RIJCOSX def2/J DEFGRID3
* xyz -1 2
V 0.39858 -0.25646 -0.02504
C -0.15730 2.29110 3.16659
C 0.41231 3.26548 2.13731
C 1.88146 2.94886 1.84014
C -0.35936 3.46319 0.83675
C -0.40308 4.77048 0.35230
C -1.01389 5.08321 -0.84667
C -1.60139 4.07137 -1.58350
C -1.60055 2.74939 -1.14363
C -2.28516 1.73639 -2.05907
C -3.59913 1.18364 -1.50444
C -1.39125 0.59694 -2.55006
C -0.97772 2.44151 0.08615
N -0.97095 1.10253 0.55862
C -1.96925 0.73421 1.41581
C -2.96684 1.56325 1.96133
C -3.92246 1.05632 2.82948
C -3.93365 -0.28115 3.19644
C -2.96244 -1.13221 2.67448
C -2.03227 -0.60699 1.81991
F -1.07365 -1.43605 1.27803
H 0.35136 2.45162 4.11997
H 0.00459 1.25249 2.88337
H -1.22598 2.44554 3.32270
H 0.39934 4.25287 2.61222
H 1.98624 2.00820 1.30232
H 2.44495 2.85350 2.77103
H 2.33689 3.74234 1.24146
H 0.06325 5.55498 0.93901
H -1.03354 6.10583 -1.20401
H -2.07729 4.30336 -2.53022
H -2.54586 2.31862 -2.94906
H -3.42742 0.47033 -0.69957
H -4.14171 0.66304 -2.29762
H -4.23676 1.98108 -1.11829
H -1.24629 -0.15478 -1.77140
H -0.42540 0.95986 -2.90193
H -1.87337 0.06274 -3.37120
H -2.98145 2.61069 1.68784
H -4.67407 1.72778 3.22775
H -4.68111 -0.66408 3.87813
H -2.92036 -2.18520 2.91976
N 3.24511 -7.30670 0.87295
C 2.57721 -6.27795 0.20197
C 1.79981 -5.35949 0.91112
C 1.17818 -4.31619 0.25441
C 1.33503 -4.16643 -1.11693
C 2.11196 -5.06262 -1.82871
C 2.72351 -6.11987 -1.17526
S 0.61298 -2.76887 -1.93238
O -0.73287 -2.63477 -1.40277
O 0.76458 -2.94307 -3.35374
N 1.45712 -1.55421 -1.32194
C 1.95486 -0.49461 -2.04424
N 2.68649 -0.54784 -3.13041
C 3.05168 0.64125 -3.64333
C 2.69055 1.84103 -3.06617
C 1.93111 1.81110 -1.90547
N 1.56344 0.64361 -1.37400
H 2.84164 -7.55339 1.76265
H 3.43339 -8.12014 0.30920
H 1.69919 -5.45399 1.98590
H 0.57921 -3.60568 0.81070
H 2.23198 -4.92635 -2.89575
H 3.33340 -6.82103 -1.73385
H 3.65309 0.59974 -4.54274
H 2.98962 2.78453 -3.50147
H 1.59176 2.70504 -1.39656
Se 3.28192 -1.58003 3.75638
C 2.25929 -0.96876 2.42664
N 1.58677 -0.55013 1.57060
*
```


(4)
C3H5NS | ωB97M-V/def2-TZVPD

SMILES: C=CNC=S
Energy: -570.2011 hartree
Relative energy (zero: lowest compared OMol25 entry of this formula, charge and spin): 21.0 kcal/mol

Geometry as ORCA input:
```
! wB97M-V def2-TZVPD RIJCOSX def2/J DEFGRID3
* xyz 0 1
C -0.94571 -1.75780 -2.10217
C -0.06598 -1.21650 -1.28694
C 0.61205 0.23648 0.54059
H -0.45684 -2.42902 -2.90151
H -1.94797 -1.57061 -2.25008
H 0.97320 -1.17025 -1.35599
H -1.19563 0.23311 -0.21391
H 1.59526 -0.22239 0.53553
N -0.33372 -0.39785 -0.17229
S 0.36037 1.52319 1.53019
*
```


(5)
C3H8O | ωB97M-V/def2-TZVPD

SMILES: C=CO.C
Energy: -194.2373 hartree
Relative energy (zero: lowest compared OMol25 entry of this formula, charge and spin): 61.9 kcal/mol

Geometry as ORCA input:
```
! wB97M-V def2-TZVPD RIJCOSX def2/J DEFGRID3
* xyz 0 1
C -0.35500 1.29426 3.02226
H 0.29988 1.32236 2.14667
H -1.06361 0.37992 2.86761
H -0.97378 2.22442 2.89267
H 0.07117 1.23963 4.06186
C 0.70590 -1.30985 -2.82254
C 0.17417 -1.15517 -1.52482
O -0.79434 -0.01461 -1.40819
H 0.99662 -2.25185 -3.36811
H 0.72515 -0.45547 -3.56126
H 0.34638 -1.84382 -0.70118
H -0.13254 0.57019 -1.60499
*
```